(1)
Below is C3H2FNiO2 as an isolated structure in a non-equilibrium geometry, with properties calculated with ωB97M-V with the def2-TZVPD basis set.

Structure (XYZ):
```
9
Properties=species:S:1:pos:R:3:mulliken_charge:R:1
F 0.905 -0.181 2.335 -0.122
O -0.463 0.528 -1.731 -0.485
O 0.217 -1.075 0.369 -0.424
C -0.562 1.238 -0.690 0.391
C 0.734 0.103 1.047 0.540
C -0.429 0.717 0.620 -0.286
H -0.444 2.326 -0.808 0.381
H 0.109 1.578 1.376 0.248
Ni -0.006 -1.275 -1.460 0.758
```

- HOMO level (alpha / beta) (eV) = -15.07 / -14.21
- 2S+1 = 3
- charge = +1
- energy above the lowest of the compared OMol25 structures with the same formula, charge and spin (kJ/mol) = 490.8
- frontier orbital gap (alpha / beta) (eV) = 7.90 / 6.84

(2)
Below is a 6-piece molecular cluster, C25H57BFN6O7 overall in a non-equilibrium geometry, with properties calculated with ωB97M-V with the def2-TZVPD basis set.

Structure (XYZ):
```
97
Properties=species:S:1:pos:R:3:mulliken_charge:R:1
C -3.779 3.848 -0.640 -1.389
C -2.687 2.794 -0.536 -0.123
C -1.461 3.086 -1.400 -0.914
C -0.205 2.454 -0.827 0.985
O 0.885 2.781 -1.606 -0.683
B 2.250 2.259 -1.250 0.448
C 2.744 1.295 -2.506 -0.975
N 1.656 0.378 -2.905 -0.116
C 2.275 1.371 0.141 0.520
C 3.637 0.827 0.516 -0.871
F 3.824 -0.482 0.022 -0.377
C 3.267 3.574 -1.128 -1.005
C 2.574 4.737 -0.421 0.806
C 3.118 6.111 -0.599 -0.795
O 1.823 5.606 -1.191 -0.465
H -4.273 3.817 -1.609 0.311
H -3.370 4.845 -0.492 0.348
H -4.545 3.694 0.119 0.385
H -3.111 1.830 -0.818 0.157
H -2.380 2.690 0.506 0.326
H -1.623 2.643 -2.381 0.253
H -1.312 4.158 -1.517 0.348
H -0.100 2.809 0.213 -0.295
H -0.373 1.367 -0.806 -0.338
H 3.668 0.755 -2.259 0.165
H 2.969 1.940 -3.363 0.393
H 2.012 -0.388 -3.460 0.246
H 1.177 -0.005 -2.100 -0.150
H 1.617 0.503 0.094 -0.060
H 1.967 2.017 0.972 0.140
H 4.454 1.416 0.107 0.309
H 3.747 0.718 1.597 0.304
H 3.574 3.958 -2.102 0.459
H 4.136 3.366 -0.493 0.039
H 2.198 4.521 0.572 0.140
H 3.759 6.227 -1.460 0.268
H 2.790 6.973 -0.041 0.319
C -1.713 -2.439 0.396 -0.497
C -0.986 -2.049 -0.869 0.838
O 0.155 -1.603 -0.848 -0.684
N -1.636 -2.200 -2.052 0.129
C -2.974 -2.696 -2.270 -0.986
H -1.060 -2.234 1.238 -0.091
H -2.628 -1.855 0.513 0.371
H -1.969 -3.501 0.395 -0.008
H -1.106 -1.917 -2.866 0.125
H -2.958 -3.582 -2.908 0.220
H -3.586 -1.936 -2.762 0.237
H -3.434 -2.967 -1.325 0.413
C 0.422 -0.610 -5.781 -1.209
C -0.410 -1.866 -5.841 0.792
O -1.194 -2.190 -4.962 -0.667
N -0.265 -2.665 -6.939 -0.179
C 0.603 -2.461 -8.078 -0.876
H 0.216 -0.081 -4.852 0.125
H 1.484 -0.857 -5.798 0.383
H 0.196 0.044 -6.625 0.427
H -0.844 -3.488 -6.919 0.242
H 0.025 -2.394 -9.002 0.279
H 1.314 -3.285 -8.178 0.280
H 1.164 -1.541 -7.958 0.333
C 1.219 -0.246 2.994 -0.409
C 0.406 -1.203 3.827 0.424
O -0.560 -1.808 3.393 -0.688
N 0.794 -1.378 5.127 -0.143
C 1.902 -0.749 5.813 -0.812
H 0.811 -0.199 1.990 -0.047
H 1.198 0.756 3.426 0.117
H 2.253 -0.587 2.931 0.400
H 0.220 -2.029 5.638 0.256
H 2.613 -1.495 6.174 0.267
H 1.551 -0.169 6.671 0.258
H 2.424 -0.078 5.140 0.314
C -0.073 4.250 4.032 -1.198
C 1.267 4.004 4.687 0.845
O 2.296 3.926 4.046 -0.638
N 1.289 3.863 6.048 -0.192
C 0.176 3.924 6.971 -0.834
H 0.088 4.330 2.961 0.080
H -0.760 3.425 4.225 0.392
H -0.522 5.175 4.395 0.453
H 2.211 3.697 6.418 0.236
H 0.314 4.729 7.696 0.290
H 0.072 2.985 7.519 0.249
H -0.746 4.106 6.431 0.317
C -3.302 -6.526 1.926 -1.352
C -3.105 -6.387 0.433 0.735
O -3.154 -5.305 -0.122 -0.584
N -2.860 -7.522 -0.279 -0.166
C -2.759 -8.881 0.207 -0.851
H -3.478 -5.536 2.333 0.277
H -4.158 -7.164 2.150 0.392
H -2.415 -6.950 2.397 0.379
H -2.731 -7.355 -1.264 0.241
H -1.772 -9.297 -0.007 0.284
H -3.509 -9.519 -0.265 0.284
H -2.914 -8.908 1.280 0.316
```

- HOMO level (eV) = -3.73
- 2S+1 = 1
- charge = -1
- frontier orbital gap (eV) = 5.86

(3)
Below is one molecule with the formula C15H19N3O4S in a non-equilibrium geometry, with properties calculated with ωB97M-V with the def2-TZVPD basis set.

Structure (XYZ):
```
42
Properties=species:S:1:pos:R:3:mulliken_charge:R:1
C 3.325 2.260 2.714 -0.744
H 4.237 1.765 3.054 0.325
H 2.673 2.484 3.554 0.230
H 3.600 3.176 2.187 0.299
O 2.588 1.400 1.857 -0.286
C 3.220 0.972 0.760 -0.207
O 4.345 1.281 0.474 -0.593
C 2.317 0.068 -0.071 0.075
N 1.592 -0.823 0.805 0.032
C 1.551 -2.159 0.633 0.517
O 2.172 -2.752 -0.223 -0.675
C 0.630 -2.871 1.622 -0.869
H 0.580 -2.322 2.561 0.334
H 1.033 -3.868 1.799 0.410
C -0.776 -3.009 1.028 -0.615
C -1.433 -1.693 0.850 0.719
N -1.158 -0.580 1.451 -0.210
N -1.990 0.360 0.966 -0.707
C -2.747 -0.223 0.086 0.801
C -3.783 0.378 -0.704 0.158
C -4.115 1.705 -0.628 -0.387
S -5.385 2.104 -1.696 -0.146
C -5.481 0.479 -2.258 -0.202
C -4.578 -0.326 -1.651 -1.003
H -4.465 -1.376 -1.852 0.421
H -6.203 0.222 -3.006 0.454
H -3.669 2.445 0.004 0.505
O -2.443 -1.540 -0.033 -0.361
H -0.728 -3.508 0.056 0.298
H -1.397 -3.625 1.687 0.360
H 0.953 -0.389 1.461 0.424
H 2.944 -0.546 -0.726 0.479
C 1.345 0.925 -0.917 0.799
C 2.098 1.989 -1.709 -1.643
H 2.856 1.527 -2.337 0.355
H 2.592 2.699 -1.050 0.388
H 1.408 2.537 -2.346 0.454
C 0.557 0.025 -1.865 -1.446
H 0.051 -0.768 -1.321 0.138
H -0.190 0.606 -2.402 0.457
H 1.224 -0.439 -2.588 0.418
H 0.648 1.411 -0.224 0.245
```

- HOMO level (eV) = -8.93
- 2S+1 = 1
- energy above the lowest of the compared OMol25 structures with the same formula, charge and spin (kJ/mol) = 64.4
- SMILES = COC(=O)[C@@H](NC(=O)CCc1nnc(-c2ccsc2)o1)C(C)C
- frontier orbital gap (eV) = 9.30

no.,total energy (eV),molar mass (g/mol)
1,-50983.0335,147.738
2,-53518.6948,583.576
3,-39359.4313,337.401